Density functional theory data (ωB97M-V/def2-TZVPD) for C22H19F3N2O3 in the gas phase.

Cartesian coordinates (Å):
C -0.399 3.142 -0.443
N 0.100 2.325 0.733
C 1.086 2.930 1.696
C 2.151 3.279 0.660
C 2.373 4.670 0.271
C 3.022 4.953 -0.883
C 2.974 6.245 -1.568
F 2.171 7.108 -0.928
F 2.592 5.858 -2.863
F 4.092 7.010 -1.567
C 3.814 3.907 -1.470
C 3.772 2.536 -1.024
C 2.904 2.199 0.069
O 2.799 0.871 0.429
C 1.531 0.239 0.398
C 1.596 -1.125 0.567
C 0.410 -1.788 0.363
C -0.900 -1.208 0.281
C -2.051 -2.046 0.214
C -3.390 -1.491 0.206
C -4.445 -2.325 0.008
C -4.199 -3.664 0.074
C -2.850 -4.197 0.063
C -2.537 -5.659 -0.065
O -3.110 -6.335 0.911
C -1.172 -6.221 -0.044
O -0.462 -5.738 1.100
N -1.828 -3.307 0.224
C -0.919 0.220 0.469
C 0.276 0.891 0.610
H -1.420 2.802 -0.596
H 0.240 2.879 -1.335
H -0.487 4.182 -0.274
H 0.625 3.933 2.018
H 1.375 2.259 2.555
H 1.940 5.492 0.789
H 4.419 4.082 -2.297
H 4.493 1.769 -1.353
H 2.547 -1.588 0.512
H 0.484 -2.848 0.239
H -3.679 -0.517 0.117
H -5.506 -1.995 0.001
H -4.951 -4.308 -0.219
H -3.042 -6.090 -0.993
H -2.615 -6.273 1.738
H -0.541 -5.818 -0.840
H -1.278 -7.318 0.024
H -0.211 -4.775 0.943
H -1.796 0.853 0.480

Properties
**Spin multiplicity**: 1
**Energy above the lowest of the compared OMol25 structures with the same formula, charge and spin**: 429.9 kJ/mol
**E_tot**: -1484.4349 Ha
**HOMO-LUMO gap**: 7.94 eV